Record 1
19
Properties=species:S:1:pos:R:3:forces:R:3:lowdin_charge:R:1 method="wB97M-V/def2-TZVPD" e_homo_ev=-11.5 charge=0 lumo_ev=1.120 gap_ev=12.62 total_energy_ha=-198.88802
C -1.069786 1.123044 1.905452 0.2 -0.1 0.2 -0.172
C -0.103433 2.225139 2.347059 -0.3 -0.1 -0.1 -0.167
H -1.706097 0.798411 2.731184 0.0 0.1 0.0 0.062
H -0.523209 0.239177 1.578139 0.0 0.0 -0.1 0.038
H -1.711612 1.454919 1.089243 0.0 0.0 0.0 0.064
H -0.638371 2.977868 2.928847 0.2 0.0 0.0 0.060
H 0.704245 1.817850 2.951923 0.0 0.0 0.1 0.059
H 0.343224 2.719334 1.484139 0.0 0.0 0.0 0.059
C 0.121078 -0.764271 -1.170480 0.3 -0.1 -0.1 -0.338
C -0.423107 -1.364770 -2.459454 -0.2 -0.3 0.2 -0.129
C 1.487060 -1.320791 -0.763990 -0.2 0.1 0.0 -0.123
H 0.204901 0.319612 -1.270886 -0.1 0.1 0.1 0.098
H -0.583300 -0.971884 -0.362656 -0.1 0.1 0.0 0.083
H -0.495298 -2.454039 -2.365302 0.1 0.1 0.0 0.070
H 1.754616 -0.949619 0.227600 0.1 -0.1 0.0 0.061
H 2.277391 -1.026925 -1.458806 -0.1 0.0 0.0 0.070
H 1.448673 -2.409165 -0.723951 0.1 -0.1 0.0 0.068
H -1.440487 -1.018608 -2.653192 0.1 0.1 -0.1 0.066
H 0.206855 -1.150487 -3.321093 0.0 0.1 0.0 0.069


Record 2
68
Properties=species:S:1:pos:R:3:forces:R:3:lowdin_charge:R:1 method="wB97M-V/def2-TZVPD" e_homo_ev=-8.0 charge=0 lumo_ev=-1.750 gap_ev=6.29 total_energy_ha=-3750.59921
Pb -1.343337 0.487351 -0.998381 -0.1 0.0 0.2 0.626
S -1.924483 -0.988154 -2.961801 0.0 0.0 0.0 0.562
C -3.459591 -0.139261 -3.244069 0.0 0.0 0.0 -0.685
C -3.921118 -0.072857 -4.558558 0.0 0.0 0.0 -0.128
C -5.118649 0.545693 -4.867283 0.0 0.0 0.0 -0.088
C -5.867964 1.138656 -3.860741 0.0 0.0 0.0 -0.087
C -5.411870 1.104897 -2.556036 0.0 0.0 0.0 -0.125
C -4.221910 0.456925 -2.222968 0.0 0.0 0.0 -0.683
S -3.776883 0.420392 -0.505843 0.0 0.1 0.0 0.592
H -3.322580 -0.519013 -5.342144 0.0 0.0 0.0 0.098
H -5.457915 0.576581 -5.894265 0.0 0.0 0.0 0.103
H -6.798141 1.640426 -4.092109 0.0 0.0 0.0 0.103
H -5.978773 1.585257 -1.769211 0.0 0.0 0.0 0.100
N -2.503298 -1.029053 2.223423 -0.1 0.0 0.0 -0.044
N -2.010354 -0.166764 3.219749 -0.1 0.1 0.0 -0.026
C -1.345061 1.009263 2.831182 0.6 -0.2 0.3 -0.757
O -1.282954 1.918068 3.651387 -0.2 0.1 -0.1 0.023
O -0.740998 0.972962 1.690265 -0.2 0.2 -0.1 -0.392
H -3.465682 -0.812905 1.983875 0.0 0.0 0.0 0.046
H -2.459141 -1.982371 2.559636 0.0 0.0 0.0 0.078
H -2.605955 -0.002337 4.019236 0.0 0.0 0.0 0.132
C 3.285354 -3.165262 1.153406 0.0 0.0 0.0 -0.184
Si 1.941259 -3.791396 0.003630 0.0 0.0 0.0 0.391
C 0.710847 -4.801142 0.989155 0.0 0.0 0.0 -0.184
C 2.704527 -4.827487 -1.351125 0.0 0.0 0.0 -0.179
C 1.020169 -2.340414 -0.766779 0.1 0.0 0.1 -0.542
Te 0.250449 -1.007373 0.744155 0.1 -0.2 -0.1 1.495
C 1.979926 0.209928 0.723359 0.0 0.0 -0.1 -0.479
Si 2.412884 1.154543 2.319091 0.0 0.0 0.0 0.437
C 4.289286 1.210699 2.288496 0.0 0.0 0.0 -0.182
C 1.740285 2.886587 2.307265 0.0 0.0 0.0 -0.158
C 1.868347 0.149589 3.799589 0.0 0.0 0.0 -0.167
H 3.805244 -4.007945 1.614994 0.0 0.0 0.0 0.038
H 2.885310 -2.552016 1.966306 0.0 0.0 0.0 0.014
H 4.031842 -2.572497 0.619145 0.0 0.0 0.0 0.035
H 1.191976 -5.666030 1.450672 0.0 0.0 0.0 0.035
H -0.095539 -5.168852 0.350544 0.0 0.0 0.0 0.036
H 0.259370 -4.211866 1.791450 0.0 0.0 0.0 0.017
H 3.229282 -5.691081 -0.936365 0.0 0.0 0.0 0.033
H 3.423363 -4.245988 -1.932025 0.0 0.0 0.0 0.033
H 1.940883 -5.198130 -2.037878 0.0 0.0 0.0 0.034
H 0.155913 -2.719081 -1.321855 0.0 0.0 0.0 0.006
H 1.629265 -1.748309 -1.448065 0.0 0.0 0.0 0.002
H 1.876941 0.874623 -0.134532 0.0 0.1 0.0 0.008
H 2.778178 -0.497422 0.488023 0.0 0.0 0.0 0.005
H 4.654950 1.741864 1.406312 0.0 0.0 0.0 0.033
H 4.720768 0.206745 2.281102 0.0 0.0 0.0 0.027
H 4.674675 1.732219 3.167744 0.0 0.0 0.0 0.034
H 1.962761 3.384234 1.359670 0.0 0.0 0.0 0.041
H 2.206676 3.467866 3.106714 0.0 0.0 0.0 0.041
H 0.662136 2.884961 2.468779 0.0 0.0 0.0 0.006
H 2.444025 -0.777372 3.871215 0.0 0.0 0.0 0.029
H 0.807440 -0.104272 3.784555 0.0 0.0 0.0 0.009
H 2.042377 0.718024 4.716092 0.0 0.0 0.0 0.044
C 2.115561 1.111569 -3.180434 0.0 0.0 0.0 -0.142
O 1.185916 0.121038 -2.737932 0.0 0.1 -0.1 -0.251
H 1.609730 1.965407 -3.631738 0.0 0.0 0.0 0.059
H 2.830453 0.686832 -3.888123 0.0 0.0 0.0 0.083
H 2.658042 1.462916 -2.304906 0.0 0.0 0.0 0.076
H 0.601915 -0.108340 -3.473054 0.0 0.0 0.0 0.033
C -1.686502 4.291633 1.228975 0.0 0.0 0.0 -0.060
O -1.473768 3.375197 0.137203 0.1 0.0 0.1 -0.279
C -1.151854 3.865613 -1.041534 -0.4 0.0 -0.1 -1.318
S -1.064439 5.436134 -1.475150 0.1 0.0 0.0 0.679
S -0.908249 2.618277 -2.245861 0.2 0.0 0.1 0.616
H -1.772679 3.667935 2.112696 0.0 0.0 0.0 0.075
H -2.586977 4.873667 1.040354 0.0 0.0 0.0 0.092
H -0.831663 4.960420 1.311322 0.0 0.0 0.0 0.082


Record 3
14
Properties=species:S:1:pos:R:3:forces:R:3:lowdin_charge:R:1 method="wB97M-V/def2-TZVPD" e_homo_ev=-8.4 charge=0 lumo_ev=-0.584 gap_ev=7.80 total_energy_ha=-773.57435
Li 0.133932 -0.453393 0.405756 -0.1 -0.3 0.6 0.556
Cl -0.982383 -2.360977 1.001905 0.3 0.5 -0.2 -0.392
O -1.237103 1.128964 0.463981 0.5 0.1 -0.1 -0.086
H -1.842869 1.279967 1.189571 -0.2 -0.3 0.3 0.066
H -1.352669 1.888375 -0.107127 -0.1 0.1 -0.3 0.057
O 1.744804 -0.385587 -0.797570 -0.4 0.1 -0.3 -0.084
H 1.457102 0.109777 -1.564430 -0.1 0.1 -0.4 0.054
H 2.688097 -0.491901 -0.920578 0.2 -0.2 0.2 0.064
O -2.215481 -1.122213 -1.670745 -0.2 0.7 -0.8 -0.110
H -1.696879 -1.470423 -2.396024 0.0 -0.2 -0.2 0.019
H -1.769459 -1.436397 -0.884238 0.1 -0.6 0.9 -0.157
O 1.458847 0.797794 1.692422 -0.2 0.0 0.1 -0.079
H 2.235928 0.833185 2.250202 0.2 -0.2 0.2 0.055
H 1.378133 1.682830 1.336874 -0.1 0.3 -0.1 0.038


Record 4
9
Properties=species:S:1:pos:R:3:forces:R:3:lowdin_charge:R:1 method="wB97M-V/def2-TZVPD" e_homo_ev="-8.3 / -8.3" charge=0 lumo_ev="-0.286 / 0.425" gap_ev="8.01 / 8.73" total_energy_ha=-2790.43870
C 0.166167 -0.674358 0.107241 1.5 2.2 0.8 -0.290
C 0.985851 0.667548 0.635932 -1.6 -2.0 -0.4 -0.094
C -1.036749 -0.364130 -0.773609 1.7 0.5 -0.1 -0.608
F 1.565177 1.345169 -0.346447 0.3 0.5 -0.3 -0.015
Br -2.644367 0.103936 0.066513 0.2 0.0 -0.4 0.649
H 0.915038 -1.213785 -0.502332 -0.4 0.1 0.3 0.096
H 0.032772 -1.181935 1.073934 -0.6 -0.3 -0.7 0.088
H 0.784132 1.274532 1.546492 -0.1 -0.5 -0.8 0.099
H -0.768025 0.043024 -1.807726 -0.9 -0.5 1.6 0.074


Record 5
19
Properties=species:S:1:pos:R:3:forces:R:3:lowdin_charge:R:1 method="wB97M-V/def2-TZVPD" e_homo_ev="0.8 / -2.8" spin_multiplicity=2 charge=-1 lumo_ev="3.670 / 3.576" gap_ev="2.89 / 6.41" s2=0.7537 total_energy_ha=-348.09451
O 0.500596 1.681134 -1.897891 0.9 0.2 -0.5 -0.237
C -0.387557 1.101107 -1.208895 -2.8 0.7 2.1 -0.531
C -0.430310 -0.392379 -1.037011 0.4 -0.5 -0.3 -0.246
C 0.360504 -0.996879 0.197318 -1.3 1.7 0.0 -0.447
C -0.578328 -1.234664 1.455975 -0.7 1.4 -0.3 -0.113
C 1.060403 -2.227005 -0.179942 1.0 -2.0 -0.5 -0.155
H -1.038038 1.719128 -0.427737 1.0 -0.9 -1.1 0.055
H -1.459099 -0.932553 -1.041606 1.3 0.9 -0.2 0.105
H 0.177333 -0.641444 -1.942128 -0.6 -0.6 0.4 0.091
H 1.163243 -0.245539 0.413880 -0.9 -0.3 0.4 0.135
H 0.051142 -1.371141 2.327226 0.1 0.0 0.4 0.039
H -1.320725 -2.080132 1.472616 0.9 0.4 -0.7 0.067
H -1.234470 -0.314444 1.646329 1.0 -1.0 -0.3 0.075
H 2.066512 -2.140631 -0.615536 -0.3 0.5 0.0 0.079
H 1.183581 -2.810642 0.703793 0.4 -0.8 0.9 0.044
H 0.522558 -2.890597 -0.855123 -0.4 0.1 -0.2 0.069
H -0.079520 4.674103 1.039165 0.0 0.9 3.0 -0.025
H -0.587652 4.823223 -0.271333 -0.1 -0.3 -0.8 0.033
O 0.029827 4.279357 0.220900 0.1 -0.5 -2.1 -0.037


Record 6
15
Properties=species:S:1:pos:R:3:forces:R:3:lowdin_charge:R:1 method="wB97M-V/def2-TZVPD" e_homo_ev=-2.4 charge=-1 lumo_ev=3.894 gap_ev=6.25 total_energy_ha=-627.42171
N 0.469445 -0.489128 1.441586 -0.6 -0.4 0.1 0.001
C -0.184580 0.159363 0.277651 1.4 0.5 0.3 -0.528
C 0.716451 0.018791 -0.946324 -0.8 -1.3 -1.3 -0.709
S 0.387346 -1.630767 -1.778136 0.3 0.2 0.4 0.027
C -0.374082 1.626818 0.680043 -1.9 -1.4 0.8 -0.262
N -1.343708 1.673689 1.800818 0.0 0.0 -0.3 -0.036
H 0.553764 -1.479184 1.208848 0.1 0.2 0.0 0.042
H 1.415550 -0.130510 1.517489 0.1 0.0 -0.1 0.053
H -1.116627 -0.368078 0.102423 -0.2 0.2 -0.1 0.096
H 0.500359 0.709514 -1.761323 0.0 0.5 0.4 0.015
H 1.777866 0.062799 -0.701646 0.0 0.3 0.2 0.029
H 0.612890 1.926352 0.998826 0.5 1.0 -0.4 0.095
H -0.907185 2.162448 -0.104015 0.9 0.4 -0.4 0.106
H -1.442617 2.608547 2.177449 0.2 -0.2 0.2 0.039
H -1.061172 1.007389 2.506397 0.1 0.1 0.2 0.033


Record 7
69
Properties=species:S:1:pos:R:3:forces:R:3:lowdin_charge:R:1 method="wB97M-V/def2-TZVPD" e_homo_ev=-3.4 charge=-1 lumo_ev=2.401 gap_ev=5.81 total_energy_ha=-2250.41082
In -0.129792 -0.628147 -0.757120 0.7 3.0 3.0 0.060
Cl -0.164918 0.040262 -3.016109 0.0 -0.2 -1.0 -0.049
P -0.435980 -3.000543 -0.310820 0.1 0.9 0.0 0.968
C 0.668476 -3.602805 -1.680284 -0.4 -0.8 0.1 -0.535
C -0.088392 -3.843567 1.307251 0.1 -0.5 -0.2 -0.508
C -2.200264 -2.991592 -0.872320 0.2 -0.9 -0.1 -0.554
C 2.032844 -2.887795 -1.782666 -0.1 0.1 0.0 -0.146
H 0.097422 -3.369519 -2.598134 0.1 -0.1 0.3 0.110
C 0.835066 -5.120233 -1.547030 0.3 -0.2 -0.4 -0.133
H 1.432950 -5.359756 -0.655418 -0.1 0.0 -0.2 0.075
H 1.362218 -5.510981 -2.430684 0.0 0.0 0.3 0.077
H -0.126645 -5.647078 -1.474216 0.3 0.2 0.0 0.058
H 1.926027 -1.847397 -2.117156 0.0 -0.3 0.2 0.014
H 2.655375 -3.398547 -2.529621 -0.2 -0.1 0.1 0.079
H 2.573309 -2.879155 -0.829400 -0.1 0.0 -0.2 0.063
H -2.151261 -2.418394 -1.815284 0.1 -0.2 0.2 0.091
C -3.148805 -2.230592 0.075917 -0.1 0.1 0.1 -0.120
C -2.627126 -4.420348 -1.185834 -0.7 -0.2 -0.3 -0.131
H -2.095140 -4.817710 -2.057670 0.0 0.1 0.1 0.064
H -3.697966 -4.466730 -1.416892 0.0 -0.1 0.0 0.076
H -2.439875 -5.094194 -0.341011 -0.1 0.1 0.0 0.076
H -2.668012 -1.450730 0.680481 0.1 -0.2 -0.1 0.039
H -3.658262 -2.914814 0.759137 0.1 0.0 -0.1 0.068
H -3.916781 -1.717931 -0.516213 0.1 -0.2 0.0 0.084
C 1.302432 -3.418494 1.826243 0.0 0.2 0.0 -0.107
H -0.084669 -4.939120 1.131154 0.0 0.4 -0.1 0.101
C -1.152220 -3.520605 2.357198 -0.2 0.3 0.3 -0.111
H 2.117858 -3.646732 1.125047 -0.3 0.0 0.1 0.057
H 1.506337 -3.960811 2.761990 -0.1 0.1 -0.2 0.082
H 1.314062 -2.338635 2.049109 -0.1 -0.3 -0.1 0.059
H -1.138031 -2.446690 2.621117 0.0 -0.3 -0.2 0.059
H -0.928737 -4.092382 3.272190 0.0 0.1 -0.3 0.084
H -2.168164 -3.786993 2.038349 0.3 0.0 0.0 0.057
H 1.433598 -0.469104 0.053018 0.2 -0.1 -0.7 -0.060
H -1.100147 0.576894 0.156735 -0.2 -1.1 -0.8 -0.063
P 0.417015 3.013598 -0.134648 -0.6 -3.1 0.4 1.018
C -0.790107 3.649616 -1.401243 0.7 0.6 0.2 -0.554
C 0.323673 3.901427 1.491475 0.1 1.0 -0.8 -0.568
C 2.073657 3.005966 -0.943794 -0.3 0.8 -0.1 -0.559
C -2.116956 2.867870 -1.377892 0.2 0.1 0.0 -0.155
H -0.297838 3.425794 -2.370077 -0.1 0.2 0.4 0.100
C -0.970584 5.164897 -1.249934 -0.4 0.0 -0.6 -0.144
H -1.493920 5.398366 -0.310167 0.2 0.0 -0.2 0.068
H -1.589122 5.520276 -2.087324 0.0 0.2 0.2 0.065
H -0.008201 5.700579 -1.287773 -0.4 -0.2 0.1 0.055
H -1.955405 1.842599 -1.734253 -0.1 0.3 0.2 0.002
H -2.839883 3.352191 -2.048333 0.0 0.0 0.1 0.067
H -2.551169 2.824405 -0.371327 0.1 0.0 -0.2 0.059
H 1.864472 2.448916 -1.879328 0.0 0.3 0.4 0.089
C 3.136982 2.197523 -0.169409 0.1 0.0 -0.1 -0.140
C 2.512202 4.435492 -1.283555 0.7 -0.1 -0.3 -0.146
H 1.912591 4.865134 -2.098323 0.1 -0.1 0.3 0.059
H 3.557068 4.433319 -1.620907 0.0 0.2 0.0 0.063
H 2.448374 5.095402 -0.405560 0.0 -0.2 -0.2 0.070
H 2.706162 1.474044 0.532558 0.0 0.2 -0.2 0.036
H 3.817976 2.855994 0.380409 -0.1 0.0 0.0 0.061
H 3.743272 1.621831 -0.882588 0.0 0.2 0.1 0.070
C -1.022554 3.532900 2.142747 0.0 -0.1 0.0 -0.134
H 0.384602 4.987372 1.295884 0.0 -0.1 0.4 0.085
C 1.481803 3.452855 2.387295 -0.1 -0.2 0.1 -0.128
H -1.889244 3.760191 1.501090 0.3 0.0 0.2 0.051
H -1.139514 4.090543 3.084502 0.0 -0.1 -0.2 0.073
H -1.016184 2.452166 2.383586 -0.1 0.6 -0.1 0.039
H 1.432578 2.358321 2.504002 0.2 0.3 0.0 0.055
H 1.361166 3.904989 3.380747 0.0 -0.1 -0.1 0.074
H 2.468580 3.747195 2.005307 -0.3 -0.1 0.0 0.056
O -1.436643 -0.213475 2.816138 1.0 -0.6 -0.2 -0.209
N -0.390861 0.474659 2.870712 0.2 0.8 0.4 -0.344
O 0.729247 -0.021981 2.598922 -1.3 -0.7 0.1 -0.215


Record 8
8
Properties=species:S:1:pos:R:3:forces:R:3:lowdin_charge:R:1 method="wB97M-V/def2-TZVPD" e_homo_ev=-11.2 charge=0 lumo_ev=-0.366 gap_ev=10.81 total_energy_ha=-3162.54845
C 0.132733 0.063121 0.041112 -0.4 -0.6 1.4 -0.165
O 1.772046 2.068873 -0.414092 0.6 0.3 -0.6 -0.374
O 1.913111 1.106884 1.801624 0.7 -0.6 1.9 -0.331
S 1.783884 0.916304 0.419595 -3.4 0.0 -2.4 0.223
Br 3.204414 -0.492812 -0.447295 0.4 -0.3 0.2 0.470
H -0.326716 -0.238609 1.033837 0.8 0.4 -1.1 0.077
H 0.142682 -0.822227 -0.611168 0.8 0.3 0.3 0.046
H -0.559961 0.754181 -0.448563 0.6 0.4 0.2 0.055